<one>
Below is a single C7H12 molecule, with properties calculated with wB97M-V/def2-TZVPD.

2S+1: 1
SMILES string: C=C1CC(C)(C)C1

Each line ends with the Löwdin charge.
Element x y z (Å)
C  0.805  -0.935  -1.317  -0.057
C  1.465  -0.975  1.110  -0.057
C  -1.099  1.029  0.074  -0.305
C  0.409  1.176  0.069  -0.084
C  -1.000  -0.442  0.424  -0.084
C  -2.105  1.834  -0.238  0.047
C  0.520  -0.380  0.075  -0.541
H  1.833  -0.711  -1.627  0.083
H  -1.943  2.870  -0.526  0.057
H  -1.173  -0.634  1.490  0.118
H  2.509  -0.740  0.872  0.083
H  -3.137  1.490  -0.224  0.057
H  0.856  1.702  -0.782  0.116
H  -1.616  -1.136  -0.158  0.116
H  0.679  -2.024  -1.340  0.083
H  1.372  -2.067  1.150  0.083
H  0.128  -0.502  -2.063  0.088
H  1.255  -0.586  2.113  0.080
H  0.794  1.624  0.993  0.118



<two>
Below is a single C7H12 molecule, with properties calculated with wB97M-V/def2-TZVPD.

2S+1: 1
SMILES string: C=CCC(=C)CC

Each line ends with the Löwdin charge.
Element x y z (Å)
C  0.114  0.360  -0.129  -0.316
C  2.174  1.293  -1.368  -0.106
C  -1.835  -0.987  0.980  -0.173
C  -0.344  -0.730  0.824  -0.181
C  -0.612  1.444  -0.383  0.052
C  1.602  0.258  -0.375  -0.218
C  -2.398  -2.175  1.145  -0.002
H  2.521  2.223  -0.926  0.072
H  -1.781  -3.029  1.402  0.058
H  -3.465  -2.310  1.073  0.048
H  -1.637  1.494  -0.033  0.046
H  -0.416  2.226  -1.102  0.056
H  0.057  -0.478  1.813  0.128
H  -2.364  -0.040  0.981  0.082
H  2.900  0.875  -2.064  0.067
H  2.185  0.336  0.545  0.117
H  1.770  -0.721  -0.823  0.105
H  1.363  1.593  -2.037  0.055
H  0.165  -1.632  0.476  0.110



Most stable: <one>



<one>
Below is a single C7H12 molecule, with properties calculated with wB97M-V/def2-TZVPD.

2S+1: 1
SMILES string: C[C@@H]1C=C[C@H](C)C1

Each line ends with the Löwdin charge.
Element x y z (Å)
C  0.435  0.621  0.564  -0.131
C  -0.616  1.122  -0.467  -0.347
C  1.025  -1.793  1.214  -0.076
C  -0.008  1.941  -1.605  -0.087
C  -1.095  -1.119  0.092  -0.114
C  -1.319  -0.199  -0.843  -0.060
C  -0.076  -0.738  1.103  -0.373
H  0.560  2.803  -1.230  0.077
H  1.390  0.480  0.032  0.115
H  0.621  -2.755  1.546  0.075
H  0.631  1.324  1.381  0.115
H  -1.549  -2.106  0.006  0.111
H  1.780  -1.468  1.936  0.077
H  -0.782  2.322  -2.279  0.074
H  -1.304  -0.955  -1.642  0.114
H  0.681  1.320  -2.187  0.077
H  -0.577  -0.628  2.065  0.134
H  -1.326  1.783  0.063  0.135
H  1.531  -1.956  0.251  0.084



<two>
Below is 2 unconnected molecules or ions with the total composition C7H12, with properties calculated with wB97M-V/def2-TZVPD.

2S+1: 1
SMILES string: C1CCCC1.C#C

Each line ends with the Löwdin charge.
Element x y z (Å)
C  -0.476  1.004  1.236  -0.208
C  0.820  0.388  0.854  -0.268
C  0.775  1.006  -3.608  -0.016
C  -1.302  -0.312  1.716  -0.169
C  0.393  -0.761  0.026  -0.282
C  -1.017  -1.183  0.494  -0.213
C  1.258  0.547  -2.606  -0.039
H  -0.748  -0.739  2.614  0.126
H  1.703  0.030  -1.784  0.011
H  0.769  1.542  -4.661  0.081
H  -0.510  1.871  1.980  0.122
H  -1.718  -1.015  -0.297  0.086
H  -0.873  1.375  0.239  0.125
H  1.200  -0.138  1.797  0.128
H  1.631  1.049  0.364  0.134
H  1.031  -1.625  0.173  0.103
H  0.425  -0.637  -1.085  0.049
H  -2.318  -0.024  1.809  0.080
H  -1.042  -2.379  0.737  0.151



Most stable: <one>